[1]
C2H7N3 | the ωB97M-V functional and the def2-TZVPD basis

Output
charge: +1
gap between HOMO and LUMO (spin up / spin down): 9.14 / 4.64 eV
LUMO energy (spin up / spin down): -4.5 / -8.9 eV
multiplicity: 2

Last column: Löwdin spin population.
Cartesian coordinates (Å):
C 0.32212 -1.95282 0.09288  0.1229
N 0.00084 -2.84160 -0.68202  0.6764
H -0.45307 -1.54676 0.74570  0.0492
H 1.34689 -1.62192 0.31042  0.0541
H 0.64081 -3.41071 -1.25267  0.0419
N -0.18539 2.48838 0.37750  0.0011
C -0.44015 1.16891 0.39008  0.0024
N -0.52114 0.40685 -0.64047  0.0487
H 0.24328 2.82866 -0.46874  0.0001
H 0.10049 2.87349 1.25954  0.0002
H -0.42593 0.68964 1.37450  0.0000
H -0.62874 0.91788 -1.50673  0.0029

[2]
C36H33CoN5O4 | the ωB97M-V functional and the def2-TZVPD basis

Output
charge: -1
gap between HOMO and LUMO (spin up / spin down): 6.29 / 6.46 eV
LUMO energy (spin up / spin down): 2.4 / 2.0 eV
multiplicity: 5

Last column: Löwdin spin population.
Cartesian coordinates (Å):
Co -0.74182 0.68280 -0.17699  2.7453
C 1.04218 -0.92141 2.04014  0.0039
N 0.78571 0.49145 1.75201  0.0392
C 2.03287 1.19378 1.43324  0.0041
C 0.04375 1.19224 2.76608  0.0057
C 0.20984 0.90819 4.10960  0.0007
C -0.59492 1.49719 5.08272  0.0029
C -1.57964 2.38529 4.66702  0.0008
C -1.72484 2.71662 3.32489  0.0026
C -0.87873 2.18300 2.32641  0.0071
N -0.97350 2.39510 0.97663  0.0349
C -1.67047 3.45774 0.43602  0.0030
C -1.90949 4.70259 1.05243  0.0018
C -2.65733 5.69461 0.43571  0.0004
C -3.18869 5.49817 -0.83123  0.0015
C -2.88917 4.31319 -1.49243  0.0010
C -2.12720 3.32385 -0.89277  0.0029
N -1.68351 2.16302 -1.64450  0.0361
C -2.73053 1.57132 -2.49002  0.0015
C -0.54436 2.56957 -2.48949  0.0079
H 1.76716 -1.06860 2.85265  0.0006
H 1.44185 -1.38404 1.13629  0.0015
H 0.11121 -1.42198 2.30590  0.0001
H 2.67781 1.27013 2.31993  0.0005
H 1.79533 2.19672 1.07535  0.0003
H 2.55969 0.65973 0.64321  0.0014
H 0.95491 0.17629 4.40241  0.0001
H -0.45992 1.25966 6.13041  0.0002
H -2.25904 2.81910 5.39267  0.0000
H -2.53406 3.36769 3.02889  0.0001
H -1.48034 4.89682 2.02499  0.0001
H -2.82527 6.63235 0.95573  0.0000
H -3.79573 6.25728 -1.30830  0.0001
H -3.24521 4.16573 -2.50499  0.0001
H -2.98176 2.22481 -3.33506  0.0012
H -3.62488 1.39287 -1.89383  -0.0001
H -2.38169 0.61215 -2.86129  0.0001
H -0.84560 3.36684 -3.18096  0.0005
H -0.18852 1.70527 -3.04718  0.0057
H 0.26841 2.92529 -1.85831  0.0013
O -4.59103 -4.05059 2.90352  0.0000
C -3.74416 -3.67438 1.89300  0.0000
O -3.44299 -4.46790 1.05689  0.0000
C -3.23508 -2.28759 1.99152  0.0001
C -3.01084 -1.57500 3.15352  0.0007
N -2.46496 -0.40857 2.79823  0.0016
N -2.32163 -0.30277 1.46380  0.0177
C -2.78289 -1.43334 0.95924  0.0004
C -2.80600 -1.51191 -0.55399  0.0042
O -3.72079 -2.12311 -1.08527  0.0075
O -1.85520 -0.85204 -1.10069  0.0385
H -4.83479 -3.27291 3.41878  0.0000
H -3.14444 -1.82966 4.19498  0.0002
H -2.17828 0.36235 3.38582  0.0001
C 0.85802 0.14816 -1.27823  0.2668
C 1.65947 -0.69265 -1.69140  0.0809
C 2.54774 -1.69076 -2.07999  0.3053
C 1.99916 -2.92763 -2.64430  0.0148
C 2.77830 -3.82192 -3.39273  0.0570
C 2.22532 -4.97857 -3.92233  -0.0057
C 0.88117 -5.27169 -3.72210  0.0656
C 0.09043 -4.38398 -2.99873  -0.0056
C 0.63618 -3.22570 -2.47047  0.0574
C 3.98304 -1.48484 -1.82452  0.0209
C 4.84651 -2.53620 -1.49110  0.0490
C 6.17811 -2.29744 -1.18152  -0.0042
C 6.68652 -1.00430 -1.19677  0.0552
C 5.84034 0.04980 -1.52220  -0.0041
C 4.50997 -0.18770 -1.82922  0.0482
H 3.82069 -3.59341 -3.58169  0.0022
H 2.84724 -5.65175 -4.50097  -0.0021
H 0.45209 -6.17801 -4.13173  0.0045
H -0.96158 -4.59076 -2.84044  -0.0019
H 0.00909 -2.53079 -1.91989  0.0035
H 4.45866 -3.54677 -1.44971  0.0017
H 6.82067 -3.12830 -0.91587  -0.0016
H 7.72463 -0.81952 -0.94951  0.0039
H 6.21882 1.06490 -1.53375  -0.0016
H 3.84798 0.63482 -2.07409  0.0017

[3]
C15H35InN5O5 | the ωB97M-V functional and the def2-TZVPD basis

Output
charge: +3
gap between HOMO and LUMO: 3.32 eV
LUMO energy: -14.4 eV

Last column: Mulliken charge in e.
Cartesian coordinates (Å):
In 14.68276 -24.34134 39.90616  1.6312
C 14.10260 -27.32576 43.70754  -1.2576
C 13.98081 -27.52018 42.23192  0.7307
O 13.77933 -26.56356 41.46474  -0.5624
N 13.97493 -28.79387 41.81863  -0.0570
C 14.08654 -29.21782 40.42839  -0.7125
H 13.14872 -27.45679 44.22225  0.4214
H 14.36663 -26.29186 43.93455  0.1857
H 14.88003 -27.91363 44.19587  0.4257
H 13.96840 -29.48434 42.55735  0.2792
H 13.74091 -28.44266 39.75126  0.2310
H 13.41015 -30.07281 40.41092  0.3940
H 15.12086 -29.44890 40.16733  0.2096
C 17.90985 -27.26232 38.28979  -0.7766
C 17.41107 -27.29522 39.71737  0.5203
O 16.40501 -26.63687 40.08523  -0.3568
N 18.06943 -28.05925 40.55211  -0.1675
C 17.66843 -28.44476 41.92283  -0.6770
H 17.11920 -27.67027 37.65645  0.1765
H 18.82795 -27.82285 38.12975  0.4452
H 18.05403 -26.24876 37.91759  0.0137
H 18.90332 -28.51888 40.21734  0.2804
H 17.12433 -27.69533 42.49046  0.0635
H 18.61583 -28.61838 42.42860  0.3741
H 17.10225 -29.36789 41.82672  0.3196
C 14.38821 -20.09724 36.99661  -0.9804
C 14.43113 -20.68939 38.40507  0.6040
O 14.83434 -21.85461 38.51499  -0.4420
N 14.04649 -19.97056 39.47444  -0.0979
C 13.50855 -18.63991 39.49436  -0.9658
H 15.21463 -20.59555 36.49786  0.1548
H 14.49167 -19.01422 36.91527  0.4385
H 13.43834 -20.25694 36.48414  0.3471
H 14.14413 -20.40754 40.37948  0.1961
H 12.98890 -18.30774 38.59429  0.3493
H 14.26013 -17.86906 39.68979  0.3527
H 12.73452 -18.49464 40.24908  0.3368
C 16.83124 -24.45126 44.69654  -1.1344
C 17.08003 -24.35042 43.17659  0.4740
O 16.30021 -24.67945 42.27553  -0.4219
N 18.32883 -23.94355 42.83115  -0.0538
C 19.54958 -23.86264 43.61510  -0.9912
H 16.81105 -25.52604 44.88300  0.2849
H 15.82395 -24.03918 44.76493  0.3294
H 17.54438 -23.96311 45.34715  0.4982
H 18.39499 -23.88960 41.82040  0.2253
H 19.68385 -22.89411 44.10539  0.3583
H 20.41854 -24.08163 43.00287  0.3434
H 19.53896 -24.53493 44.47425  0.3644
C 17.50942 -22.99280 35.94845  -1.5045
C 16.83875 -24.19757 36.51099  0.7093
O 16.48884 -24.19029 37.72011  -0.4763
N 16.43345 -25.14647 35.67860  -0.0099
C 16.72625 -25.32675 34.26868  -1.0251
H 17.75556 -22.26426 36.71333  0.3088
H 17.08423 -22.59226 35.02890  0.4203
H 18.50034 -23.30087 35.58170  0.4738
H 15.94275 -25.92393 36.10236  0.3095
H 17.70879 -24.94450 33.99842  0.3838
H 15.87631 -24.93186 33.71158  0.3356
H 16.84810 -26.39669 34.09463  0.3704

[4]
C35H38AgN6OS2 | the ωB97M-V functional and the def2-TZVPD basis

Output
charge: +1
gap between HOMO and LUMO: 8.10 eV
LUMO energy: -2.2 eV

Last column: Mulliken charge in e.
Cartesian coordinates (Å):
Ag -1.11445 -0.82037 0.04405  0.1904
C -0.35431 1.20751 -2.18415  -0.9028
C 0.28027 1.85933 -1.01518  -0.6477
C 1.24507 1.05075 -0.13220  0.5106
C 2.66998 1.23107 -0.25879  -0.8265
C 3.42662 0.53241 0.63914  -0.2936
C 2.88989 -0.41725 1.48432  -0.8102
C 1.50892 -0.53658 1.57246  -0.2251
N 0.79548 0.13281 0.70867  -0.1420
N -1.59360 0.59980 -1.96658  0.8460
C -1.97889 -0.42365 -3.01147  -1.0182
C -2.34116 -1.78046 -2.52533  0.9253
C -2.64132 -2.79609 -3.46757  -0.7522
C -2.90528 -4.09401 -3.04128  -0.4647
C -3.09798 -4.26906 -1.62390  -0.5059
C -3.01344 -3.18830 -0.73178  -0.3020
N -2.64446 -1.94373 -1.20352  -0.1170
C -2.77283 1.57394 -1.75817  -1.4804
C -3.82850 1.10371 -0.79332  1.1158
C -5.14632 1.45707 -1.05092  -0.8510
C -6.12164 1.17080 -0.00666  -0.3956
C -5.73173 0.64514 1.18406  -0.5612
C -4.45629 0.30174 1.28947  -0.1902
N -3.52098 0.59490 0.39334  0.1637
H 0.29918 0.31983 -2.46281  0.5405
H -0.40357 1.81002 -3.12473  0.3649
H -0.57349 2.27433 -0.34240  0.2061
H 0.75448 2.77677 -1.45951  0.3971
H 3.16451 1.95306 -0.85347  0.4890
H 4.54820 0.62681 0.56148  0.3388
H 3.51730 -1.08414 2.04434  0.6020
H 0.90026 -1.16874 2.22457  0.4929
H -2.86894 -0.01755 -3.61479  0.2962
H -1.17430 -0.53397 -3.75680  0.3921
H -2.35058 -2.56752 -4.51857  0.3830
H -2.96618 -5.00284 -3.64103  0.4288
H -3.32805 -5.25869 -1.27530  0.3947
H -3.22684 -3.30378 0.34016  0.3953
H -3.25410 1.79968 -2.71679  0.1807
H -2.17355 2.46830 -1.44012  0.4776
H -5.42696 1.94331 -2.03392  0.3183
H -7.19259 1.21485 -0.23007  0.3743
H -6.33230 0.49585 2.10942  0.3652
H -4.06842 -0.07893 2.27231  0.2802
C 3.12838 -2.02787 -8.30686  -0.8326
N 3.09559 -0.89374 -7.38566  0.0602
C 4.09426 0.17230 -7.43884  -0.5481
C 3.62846 1.16307 -6.33154  -0.4839
N 2.41137 0.56732 -5.84968  -0.0395
C 2.20454 -0.71601 -6.39729  0.2601
S 1.14100 -1.82106 -5.79774  -0.5071
H 2.67172 -2.89227 -7.77274  0.2839
H 4.20066 -2.10677 -8.60994  0.2836
H 2.60781 -1.71732 -9.22390  0.2924
H 3.99354 0.79239 -8.34876  0.2496
H 5.10503 -0.36225 -7.32166  0.3818
H 3.37114 2.16779 -6.80294  0.2981
H 4.34486 1.17960 -5.47236  0.2738
H 1.79676 0.91904 -5.14993  0.0664
O -0.05084 -0.78884 8.27093  -0.6244
S 0.06779 -0.84623 6.80515  0.3454
C -0.71017 0.68583 6.21447  0.2941
C -0.77906 1.79545 7.05083  -0.4118
C -1.22229 3.05660 6.62071  -0.5520
C -1.42341 3.21418 5.21573  -0.6611
C -1.36429 2.08592 4.40216  -0.3295
C -1.09111 0.82036 4.87340  -0.4482
C 1.83514 -0.69539 6.40556  0.6171
C 2.36631 -0.11437 5.24390  -0.3341
C 3.76651 -0.11742 5.12618  -0.3374
C 4.56021 -0.75997 6.10431  -0.5306
C 4.01411 -1.44676 7.15415  -0.4976
C 2.62731 -1.33130 7.40404  -0.6180
H -0.48435 1.61450 8.11094  0.3796
H -1.34543 3.81958 7.34609  0.4352
H -1.61640 4.19167 4.84030  0.4339
H -1.50478 2.29139 3.38379  0.5349
H -1.08410 -0.10974 4.28085  0.4926
H 1.66027 0.29335 4.49178  0.2957
H 4.21253 0.39716 4.20856  0.3319
H 5.61617 -0.50592 6.04045  0.3392
H 4.68268 -2.05736 7.75797  0.3695
H 2.07497 -1.77501 8.23091  0.4540

Result set for energy relative to the best compared isomer or geometry (same formula, charge and spin): 45.2; 21.9; 37.0; 60.9 kcal per mole, one per record in the order listed.
Result set for energy: -244.28469; -3349.19813; -1431.60113; -2703.29860 Ha, one per record in the order listed.